Density functional theory data (ωB97M-V with the def2-TZVPD basis set) for an isolated molecule of C6H6O in a non-equilibrium geometry.

Structure (ORCA input):
```
! wB97M-V def2-TZVPD RIJCOSX def2/J DEFGRID3
* xyz 0 1
O -0.1030 1.8981 -0.3202
C -1.7119 0.4900 0.7807
C -0.9477 0.7993 -0.4933
C -0.1112 -0.4374 -0.9581
C -1.2381 -0.2705 1.5950
C 2.1163 -0.8579 0.4688
C 1.1025 -0.6807 -0.1544
H 0.2032 -0.2278 -1.9866
H -0.7263 -1.3447 -0.9575
H -0.5888 -0.9747 2.0514
H 0.6216 1.6019 0.2555
H -1.6500 1.0310 -1.2814
H 3.0334 -1.0266 1.0000
*
```

Summary:
LUMO energy: 0.582 eV

***

Density functional theory data (ωB97M-V with the def2-TZVPD basis set) for a cluster of 2 separate species, C3H10NSi in total in a non-equilibrium geometry.

Structure (ORCA input):
```
! wB97M-V def2-TZVPD RIJCOSX def2/J DEFGRID3
* xyz 1 1
Si -1.0862 0.5977 1.0633
N 0.9462 0.3042 -0.8013
C 0.4183 -1.1348 -0.5895
C -0.0547 1.3243 -0.4785
C -0.1934 -1.0627 0.8964
H 1.2058 -1.9328 -0.6175
H -0.4212 1.2606 2.2276
H -1.0124 -1.7871 1.0334
H 0.6383 -1.3232 1.6159
H 1.6952 0.2796 -0.1704
H -0.8387 1.4694 -1.1547
H -0.4950 -1.4306 -1.2440
H -2.4385 0.2946 0.5466
H 1.2703 0.3534 -1.8302
H 0.3662 2.7873 -0.4972
*
```

Summary:
LUMO energy: -3.573 eV

***

Density functional theory data (ωB97M-V with the def2-TZVPD basis set) for a cluster of 2 separate species, C4H8N2O3S in total in a non-equilibrium geometry.

Structure (ORCA input):
```
! wB97M-V def2-TZVPD RIJCOSX def2/J DEFGRID3
* xyz 0 1
S 0.3600 -1.0697 1.0644
O 1.0865 -0.4771 2.1483
O 0.1704 -2.4861 0.9226
O -2.0799 -0.0231 -1.8192
N -1.2768 -0.6000 1.3580
N -1.3749 -2.1357 -1.3158
C 1.4457 0.7544 -0.8545
C 0.5570 -0.3893 -0.5976
C -1.3569 -0.8607 -1.5618
C 1.8568 -0.6142 -1.3578
H -1.3047 0.3948 1.6635
H -2.0029 -0.7621 0.6565
H -2.1894 -2.5487 -1.7278
H 1.6188 -0.8216 -2.4964
H 1.2775 1.6094 -1.4859
H 2.4813 -1.4304 -0.9384
H -0.6286 -2.5683 -0.7914
H 2.0134 1.0317 0.0779
*
```

Summary:
LUMO energy: 0.195 eV

***

Density functional theory data (ωB97M-V with the def2-TZVPD basis set) for a cluster of 2 separate species, C5H12NO in total in a non-equilibrium geometry.

Structure (ORCA input):
```
! wB97M-V def2-TZVPD RIJCOSX def2/J DEFGRID3
* xyz 1 1
O -1.6219 0.5574 -1.9908
N -0.6943 0.6174 0.7296
C -0.0480 1.9177 0.4838
C -0.6311 -0.0323 -1.9325
C 0.0306 -0.4989 0.0085
C -0.5508 -1.8683 0.3786
C 1.5454 -0.4896 0.0366
H 1.0156 1.9898 0.7425
H 2.0059 -1.4726 0.0174
H 0.3065 -2.3785 0.6222
H -0.7635 0.3956 1.7135
H 0.3895 -0.0776 -2.4342
H 1.8778 0.0107 -0.9405
H -1.2776 -1.7640 1.2436
H 1.9328 -0.0382 0.9076
H 0.1163 2.2397 -0.5431
H -1.7862 0.5157 0.3770
H -1.1672 -2.3054 -0.4063
H -0.6795 2.6814 0.9865
*
```

Summary:
LUMO energy: -3.911 eV

***

Taking the records one at a time from the top gives orbital gap values of 10.7; 11.6; 9.3; 9.2 eV.
Taking the records one at a time from the top gives energy relative to the best compared isomer or geometry (same formula, charge and spin) values of 119.19; 38.85; 77.48; 77.89 kcal/mol.